Model a:
The molecule C6H8N2. Source: the OMol25 dataset; level of theory: ωB97M-V/def2-TZVPD.

Summary:
Orbital gap ... 8.61 eV
HOMO level ... -8.53 eV

ORCA input file:
```
! wB97M-V def2-TZVPD RIJCOSX def2/J DEFGRID3
* xyz 0 1
C 2.057 -0.145 -0.837
C 0.671 0.014 -0.087
C 0.270 -1.126 1.090
C -1.752 -0.242 -0.199
C -1.448 1.255 0.257
C 0.015 1.264 0.035
H 2.701 -1.260 -0.887
H 2.076 0.156 -1.795
H 2.804 0.474 -0.233
H 1.104 -1.976 1.177
H 0.140 -0.511 2.230
H -3.777 -0.298 -0.539
H -2.103 2.061 0.801
H 0.552 2.178 -0.078
N -0.457 -1.005 -0.190
N -2.853 -0.838 -0.743
*
```

Model b:
The molecule C6H8N2. Source: the OMol25 dataset; level of theory: ωB97M-V/def2-TZVPD.

Summary:
Orbital gap ... 8.99 eV
HOMO level ... -8.59 eV

ORCA input file:
```
! wB97M-V def2-TZVPD RIJCOSX def2/J DEFGRID3
* xyz 0 1
C -0.020 1.646 -0.349
C -0.897 2.744 -0.386
C 0.309 0.522 -0.055
C 0.159 -1.555 1.188
C 1.619 -1.276 -1.024
C 1.117 -0.675 0.273
N -2.063 2.729 -0.193
N -3.206 3.092 0.073
H -3.784 2.705 -0.702
H 0.216 -0.996 2.136
H 0.325 -2.544 1.354
H -0.880 -1.536 0.792
H 2.180 -0.681 -1.685
H 0.715 -1.529 -1.583
H 2.318 -2.241 -0.794
H 1.891 -0.405 0.956
*
```

Which of them is most stable? Easy: model b.

Model a:
The molecule C6H8N2. Source: the OMol25 dataset; level of theory: ωB97M-V/def2-TZVPD.

Summary:
Orbital gap (spin up / spin down) ... 7.72 / 7.73 eV
HOMO level (spin up / spin down) ... -7.68 / -7.68 eV

ORCA input file:
```
! wB97M-V def2-TZVPD RIJCOSX def2/J DEFGRID3
* xyz 0 1
C -0.875 -0.663 2.195
C 0.953 0.721 1.681
C -0.062 0.024 1.157
C 0.311 1.103 -1.542
C 0.893 -0.249 -1.213
C -0.235 -0.423 -0.230
N -1.615 -1.092 2.965
N -1.385 -1.171 -0.565
H 1.710 1.271 0.996
H 0.924 0.915 2.675
H 0.585 2.031 -1.003
H -0.294 1.172 -2.405
H 0.918 -1.008 -1.904
H 1.882 -0.290 -0.903
H -1.462 -1.797 -1.439
H -2.248 -0.543 -0.466
*
```

Model b:
A structure of composition C6H8N2. Source: the OMol25 dataset; level of theory: ωB97M-V/def2-TZVPD.

Summary:
Orbital gap ... 10.07 eV
HOMO level ... -9.09 eV

ORCA input file:
```
! wB97M-V def2-TZVPD RIJCOSX def2/J DEFGRID3
* xyz 0 1
C 0.276 2.111 -1.506
C -1.328 0.263 1.164
C -0.444 -0.901 1.471
C 0.715 -0.267 0.411
C 1.353 -1.260 -0.546
C 1.488 -2.072 -1.412
H 0.034 3.019 -2.096
H 0.965 1.415 -1.810
H -1.267 1.185 1.951
H -2.303 -0.106 0.962
H -0.708 -1.861 1.119
H -0.331 -0.856 2.607
H 1.415 0.383 0.912
H 1.299 -3.049 -2.362
N -0.558 1.659 -0.740
N -0.605 0.336 -0.125
*
```

Which of them is most stable? Easy: model a.